{"formula": "C5H22N2O6", "method": "ωB97M-V with the def2-TZVPD basis set", "homo_lumo_gap_ha": 0.350, "energy_ev": -20807.3075, "e_homo_ev": -9.092, "smiles": "C[C@H](CC=O)NCN.O.O.O.O.O", "e_above_lowest_kj_mol": 189.38, "elements": ["C", "C", "C", "C", "O", "N", "C", "N", "H", "H", "H", "H", "H", "H", "H", "H", "H", "H", "H", "H", "O", "H", "H", "O", "H", "H", "O", "H", "H", "O", "H", "H", "O", "H", "H"], "coordinates": [[1.078, -0.944, 0.933], [-0.379, -0.894, 0.472], [-0.647, -2.035, -0.516], [-0.819, -3.369, 0.155], [-0.821, -3.487, 1.357], [-0.713, 0.364, -0.215], [-0.964, 1.513, 0.700], [-1.135, 2.736, -0.071], [1.256, -0.195, 1.712], [1.313, -1.915, 1.378], [1.751, -0.679, 0.117], [-1.043, -1.022, 1.334], [-1.577, -1.779, -1.067], [0.126, -2.121, -1.296], [-0.922, -4.252, -0.493], [-0.029, 0.649, -0.917], [-1.924, 1.262, 1.228], [-0.178, 1.677, 1.445], [-0.361, 2.854, -0.696], [-1.980, 2.726, -0.633], [2.938, 1.835, 0.137], [2.442, 2.407, -0.475], [2.255, 1.528, 0.743], [1.163, 2.109, -2.098], [1.783, 1.366, -2.281], [1.064, 2.579, -2.929], [-0.704, 0.343, 3.415], [-0.154, 0.104, 4.171], [-1.490, -0.191, 3.557], [-3.166, -0.149, -1.709], [-2.329, 0.098, -1.261], [-3.850, -0.031, -1.042], [3.124, 0.279, -2.083], [3.323, 0.703, -1.211], [3.224, -0.673, -1.958]], "atomic_forces_ev_per_a": [[-0.173, 0.382, 0.644], [0.561, -0.057, -0.890], [-0.575, 0.114, -0.212], [0.261, 0.524, 0.336], [-0.118, -0.279, -0.120], [-0.291, 0.323, 0.673], [-0.978, -0.191, -0.852], [-0.479, -0.048, 0.678], [-0.119, -0.097, 0.066], [0.131, 0.092, -0.223], [-0.018, -0.382, -0.170], [0.121, 0.139, -0.252], [0.318, -0.448, 0.187], [-0.030, 0.054, 0.188], [-0.095, -0.137, -0.141], [0.014, -0.248, 0.267], [0.970, 0.444, -0.201], [-0.108, -0.154, -0.100], [0.349, 0.082, -0.265], [0.106, -0.188, 0.099], [-0.160, 0.304, -0.080], [0.093, -0.026, 0.072], [0.073, -0.102, 0.108], [0.241, -0.148, 0.019], [-0.191, 0.135, -0.075], [-0.044, 0.075, -0.118], [0.095, -0.157, 0.462], [0.098, 0.107, -0.054], [-0.193, -0.024, -0.097], [-0.047, 0.032, 0.043], [0.004, 0.087, 0.105], [0.039, -0.010, -0.077], [0.271, -0.080, 0.389], [-0.092, -0.359, -0.359], [-0.029, 0.240, -0.052]], "mulliken_charge": [-1.236, 0.542, -0.720, -0.058, -0.479, -0.014, -0.548, -0.657, 0.185, 0.469, 0.159, 0.166, 0.246, 0.313, 0.398, 0.309, 0.263, 0.305, 0.240, 0.304, -0.795, 0.364, 0.364, -0.599, 0.358, 0.238, -0.558, 0.284, 0.288, -0.723, 0.293, 0.315, -0.728, 0.428, 0.284]}

=====

{"formula": "C51H100NO18S7", "method": "ωB97M-V with the def2-TZVPD basis set", "homo_lumo_gap_ha": 0.345, "energy_ev": -168687.9769, "total_charge": 1, "e_homo_ev": -11.599, "elements": ["C", "C", "C", "C", "C", "C", "N", "C", "C", "O", "O", "C", "O", "C", "C", "C", "C", "C", "C", "C", "C", "O", "C", "C", "C", "C", "C", "C", "H", "H", "H", "H", "H", "H", "H", "H", "H", "H", "H", "H", "H", "H", "H", "H", "H", "H", "H", "H", "H", "H", "H", "H", "H", "H", "H", "H", "H", "H", "H", "H", "H", "H", "H", "H", "H", "H", "H", "H", "H", "H", "H", "H", "C", "C", "C", "S", "O", "O", "C", "H", "H", "H", "H", "H", "H", "H", "H", "C", "C", "C", "S", "O", "O", "C", "H", "H", "H", "H", "H", "H", "H", "H", "C", "C", "C", "S", "O", "O", "C", "H", "H", "H", "H", "H", "H", "H", "H", "C", "C", "C", "S", "O", "O", "C", "H", "H", "H", "H", "H", "H", "H", "H", "C", "C", "C", "S", "O", "O", "C", "H", "H", "H", "H", "H", "H", "H", "H", "C", "C", "C", "S", "O", "O", "C", "H", "H", "H", "H", "H", "H", "H", "H", "C", "C", "C", "S", "O", "O", "C", "H", "H", "H", "H", "H", "H", "H", "H"], "coordinates": [[6.184, -0.581, 1.084], [6.068, -1.723, 1.444], [5.810, -3.109, 1.942], [4.422, -3.124, 2.608], [3.291, -3.015, 1.549], [2.700, -1.601, 1.388], [2.327, -1.088, 2.746], [1.421, 0.111, 2.451], [2.133, 1.326, 3.056], [1.396, 2.505, 2.809], [1.909, 3.513, 3.660], [1.128, 0.132, 0.897], [2.133, 0.990, 0.429], [-0.318, 0.714, 0.876], [-0.631, 1.764, -0.212], [-0.109, 3.188, 0.135], [-0.260, 1.330, -1.648], [1.351, -1.429, 0.602], [1.801, -1.621, -0.863], [1.998, -3.087, -1.313], [3.245, -3.336, -2.200], [4.082, -4.315, -1.598], [0.226, -2.291, 1.192], [-0.773, -2.941, 0.202], [-1.409, -2.015, -0.866], [-1.617, -2.773, -2.218], [-1.397, -1.896, -3.474], [-0.072, -2.188, -4.209], [6.078, 0.468, 0.936], [6.606, -3.367, 2.646], [5.864, -3.782, 1.083], [4.435, -2.319, 3.349], [4.283, -4.063, 3.149], [3.749, -3.271, 0.587], [2.555, -3.799, 1.744], [3.538, -0.993, 1.049], [3.089, -0.698, 3.298], [1.797, -1.714, 3.346], [0.552, -0.068, 3.086], [2.234, 1.228, 4.151], [3.163, 1.440, 2.671], [2.831, 3.668, 3.406], [2.260, 0.890, -0.519], [-0.466, 1.230, 1.832], [-1.100, -0.044, 0.825], [-1.718, 1.865, -0.197], [0.924, 3.189, 0.472], [-0.218, 3.819, -0.751], [-0.778, 3.588, 0.903], [-1.090, 0.790, -2.105], [-0.140, 2.238, -2.248], [0.678, 0.778, -1.733], [2.776, -1.120, -0.963], [1.154, -1.132, -1.594], [1.125, -3.352, -1.917], [1.991, -3.809, -0.494], [3.765, -2.395, -2.386], [2.896, -3.757, -3.151], [3.647, -5.169, -1.687], [0.660, -3.115, 1.774], [-0.372, -1.727, 1.917], [-1.588, -3.346, 0.812], [-0.316, -3.812, -0.273], [-2.402, -1.707, -0.529], [-0.850, -1.098, -1.050], [-1.006, -3.678, -2.283], [-2.664, -3.092, -2.237], [-2.187, -2.106, -4.202], [-1.452, -0.829, -3.251], [0.788, -1.815, -3.638], [0.089, -3.260, -4.359], [-0.032, -1.666, -5.168], [-1.088, 2.608, 5.181], [-1.667, 3.989, 5.510], [-2.992, 3.764, 6.251], [-2.833, 2.187, 7.087], [-3.778, 1.260, 6.511], [-2.757, 2.400, 8.512], [-1.203, 1.792, 6.465], [-0.056, 2.671, 4.842], [-1.676, 2.140, 4.387], [-0.970, 4.534, 6.149], [-1.820, 4.586, 4.611], [-3.185, 4.538, 6.987], [-3.831, 3.693, 5.565], [-1.124, 0.718, 6.308], [-0.476, 2.117, 7.208], [-5.854, 2.799, 1.882], [-6.643, 1.484, 1.900], [-6.059, 0.582, 0.803], [-4.343, 1.069, 0.620], [-4.156, 1.634, -0.695], [-3.484, 0.014, 1.112], [-4.383, 2.399, 1.814], [-6.061, 3.408, 2.760], [-6.123, 3.380, 0.997], [-6.526, 1.003, 2.873], [-7.707, 1.650, 1.744], [-6.102, -0.470, 1.072], [-6.552, 0.740, -0.155], [-3.728, 3.204, 1.486], [-4.039, 1.998, 2.768], [-0.201, 4.815, -6.315], [-0.383, 3.989, -7.594], [0.286, 2.628, -7.363], [0.203, 2.326, -5.597], [1.545, 2.315, -5.062], [-0.720, 1.251, -5.330], [-0.567, 3.881, -5.166], [-0.826, 5.708, -6.317], [0.840, 5.132, -6.220], [-1.449, 3.848, -7.782], [0.044, 4.492, -8.462], [-0.230, 1.825, -7.882], [1.337, 2.640, -7.648], [-0.196, 4.217, -4.199], [-1.643, 3.712, -5.121], [-4.532, 6.565, -6.323], [-5.338, 6.750, -7.615], [-5.145, 5.485, -8.461], [-4.832, 4.151, -7.301], [-3.482, 3.673, -7.502], [-5.953, 3.250, -7.284], [-4.860, 5.161, -5.825], [-4.781, 7.321, -5.579], [-3.464, 6.644, -6.540], [-6.395, 6.872, -7.370], [-5.025, 7.638, -8.163], [-6.029, 5.242, -9.045], [-4.280, 5.566, -9.116], [-4.142, 4.775, -5.105], [-5.868, 5.112, -5.413], [2.810, -7.431, -6.066], [1.580, -8.304, -5.789], [1.424, -8.408, -4.266], [2.136, -6.906, -3.591], [3.303, -7.250, -2.811], [1.089, -6.074, -3.044], [2.676, -6.219, -5.150], [2.870, -7.135, -7.112], [3.719, -7.985, -5.821], [0.694, -7.831, -6.218], [1.674, -9.290, -6.240], [0.382, -8.472, -3.964], [1.981, -9.250, -3.860], [3.609, -5.677, -5.007], [1.896, -5.542, -5.500], [10.693, -5.202, 0.365], [9.461, -6.078, 0.623], [9.316, -6.230, 2.143], [10.041, -4.753, 2.863], [11.206, -5.132, 3.618], [8.997, -3.939, 3.441], [10.571, -4.020, 1.321], [10.746, -4.873, -0.671], [11.601, -5.767, 0.586], [8.574, -5.588, 0.214], [9.548, -7.050, 0.139], [8.276, -6.300, 2.450], [9.872, -7.088, 2.517], [11.506, -3.486, 1.475], [9.792, -3.329, 0.998], [-5.628, 3.620, 9.850], [-6.633, 4.711, 10.243], [-7.008, 5.471, 8.965], [-6.813, 4.302, 7.617], [-5.740, 4.762, 6.762], [-8.106, 3.965, 7.078], [-6.208, 2.947, 8.612], [-5.472, 2.904, 10.655], [-4.663, 4.072, 9.611], [-7.525, 4.249, 10.671], [-6.224, 5.386, 10.993], [-8.036, 5.822, 8.981], [-6.335, 6.307, 8.781], [-5.475, 2.372, 8.050], [-7.061, 2.318, 8.867]], "atomic_forces_ev_per_a": [[-0.566, -0.086, 0.448], [-0.068, -0.526, 0.118], [0.362, 1.084, -0.255], [0.153, -0.330, -0.407], [0.516, 0.164, -0.152], [-0.229, -2.145, 0.918], [-0.469, 1.962, 0.124], [0.152, 0.195, 0.780], [0.406, 0.362, 0.278], [0.237, -0.275, -0.351], [-0.207, 0.170, 0.682], [-0.912, -0.765, 2.839], [0.248, -0.230, -0.546], [0.000, 0.773, -0.824], [0.298, 0.223, -0.147], [-0.512, -0.671, -0.263], [-0.346, 0.790, 0.173], [1.787, 1.629, -0.818], [0.089, -0.605, -0.206], [-0.543, 0.187, -0.748], [-1.189, -0.819, 0.284], [0.667, 0.545, 0.150], [-0.424, -0.439, -0.199], [-0.162, 0.352, 0.201], [-0.058, -0.875, -0.512], [-0.490, 0.814, 0.035], [0.338, -0.637, -0.542], [0.153, 0.444, 0.393], [0.403, -0.013, -0.296], [-0.054, -0.073, -0.015], [-0.108, -0.158, 0.150], [-0.179, -0.125, 0.037], [0.143, 0.093, 0.032], [-0.187, -0.040, 0.107], [-0.200, 0.311, 0.001], [-0.478, 0.413, -0.156], [0.426, -0.592, -0.122], [0.207, -0.535, -0.285], [-0.274, 0.089, -0.575], [-0.209, -0.264, -0.141], [-0.223, -0.142, -0.255], [-0.012, -0.091, -0.478], [-0.171, 0.073, -0.133], [-0.127, -0.028, -0.154], [0.335, -0.178, 0.058], [0.033, -0.099, -0.123], [-0.059, 0.117, 0.007], [0.081, 0.043, 0.129], [0.382, 0.150, 0.144], [0.314, -0.198, 0.032], [0.065, -0.172, -0.064], [-0.214, -0.059, -0.075], [-0.133, -0.006, 0.064], [-0.103, -0.049, 0.288], [0.073, -0.065, 0.136], [0.159, 0.200, -0.025], [0.429, -0.289, 0.088], [0.105, 0.416, -0.101], [0.030, -0.195, -0.112], [-0.008, 0.087, -0.127], [0.180, 0.159, -0.135], [0.132, -0.045, -0.005], [0.081, 0.195, -0.023], [0.238, 0.213, 0.113], [0.131, -0.230, 0.123], [0.023, 0.070, 0.048], [0.167, -0.227, 0.041], [-0.063, 0.115, 0.173], [-0.092, -0.135, 0.013], [-0.067, -0.064, -0.020], [-0.155, 0.041, -0.051], [-0.088, -0.114, 0.048], [-0.030, -0.004, -0.022], [0.062, -0.076, 0.033], [0.333, 0.295, -0.312], [0.318, 0.295, -0.061], [-0.077, -0.060, 0.199], [-0.262, -0.226, -0.011], [0.241, -0.041, -0.265], [-0.013, 0.044, -0.009], [0.011, -0.037, 0.010], [0.003, -0.027, -0.006], [-0.002, 0.013, 0.015], [-0.180, -0.094, 0.045], [-0.089, -0.051, 0.117], [-0.135, -0.021, 0.125], [-0.061, 0.008, 0.048], [-0.080, -0.041, -0.069], [0.056, 0.022, 0.071], [-0.378, -0.031, 0.159], [-0.287, 0.069, 0.298], [0.201, -0.168, -0.011], [0.142, 0.026, -0.245], [-0.090, 0.263, 0.185], [0.007, -0.004, 0.002], [0.040, 0.019, 0.012], [0.014, 0.012, -0.008], [0.010, -0.018, -0.008], [0.118, -0.025, -0.103], [0.125, 0.021, -0.054], [0.079, -0.104, -0.093], [0.010, -0.060, -0.021], [0.120, -0.057, -0.085], [-0.134, 0.032, -0.071], [-0.004, 0.196, -0.373], [-0.277, 0.135, -0.143], [-0.057, -0.189, 0.119], [0.276, -0.160, 0.203], [-0.082, 0.376, 0.024], [-0.002, -0.013, 0.007], [-0.025, 0.026, 0.062], [0.233, -0.001, 0.035], [0.049, -0.031, 0.025], [0.035, -0.087, 0.112], [0.028, -0.058, 0.133], [0.043, -0.154, 0.028], [0.015, -0.093, -0.036], [0.014, -0.011, -0.094], [-0.013, 0.002, 0.059], [-0.052, 0.387, -0.141], [-0.304, 0.093, 0.080], [-0.260, -0.105, 0.056], [0.228, -0.160, -0.052], [0.118, 0.312, 0.172], [0.014, -0.007, 0.001], [-0.001, -0.008, 0.034], [0.012, -0.018, 0.009], [-0.012, -0.015, -0.012], [0.053, -0.158, -0.004], [0.031, -0.103, 0.044], [-0.035, -0.144, -0.055], [-0.007, -0.070, -0.030], [-0.010, -0.117, 0.056], [0.007, 0.083, -0.052], [-0.126, -0.292, -0.246], [-0.235, -0.005, -0.486], [-0.118, 0.260, 0.296], [0.259, 0.057, 0.329], [0.149, -0.002, -0.320], [0.008, 0.009, 0.011], [0.016, 0.042, -0.007], [0.011, 0.007, 0.018], [-0.012, -0.002, 0.025], [0.048, 0.057, 0.153], [0.053, 0.084, 0.080], [-0.041, 0.016, 0.150], [-0.020, 0.005, 0.073], [-0.014, -0.091, 0.054], [0.003, 0.058, -0.029], [-0.153, -0.250, -0.306], [-0.056, 0.065, -0.214], [-0.123, 0.101, 0.152], [0.066, -0.040, 0.166], [0.103, -0.005, -0.339], [0.011, 0.003, 0.009], [0.014, 0.038, -0.002], [0.014, 0.007, 0.006], [-0.017, 0.002, 0.015], [0.050, 0.033, 0.149], [0.053, 0.079, 0.085], [-0.039, 0.015, 0.156], [-0.011, 0.009, 0.063], [-0.041, 0.190, -0.016], [0.001, -0.102, 0.021], [0.005, 0.177, 0.374], [-0.206, -0.236, 0.368], [-0.170, 0.013, -0.164], [0.160, 0.110, -0.293], [0.228, -0.109, 0.268], [0.035, -0.011, -0.027], [0.029, -0.085, -0.001], [0.002, 0.004, -0.022], [-0.019, 0.011, -0.014], [0.006, 0.004, -0.169], [0.013, -0.047, -0.107], [-0.132, 0.011, -0.112], [-0.050, 0.035, -0.087]], "mulliken_charge": [0.010, -0.481, -0.570, -1.076, -0.314, -1.129, 0.343, -1.699, -1.385, -0.121, -0.457, 1.402, -0.623, -0.091, 1.185, -1.232, -0.223, 2.888, -0.936, -0.205, -1.109, -0.551, -0.557, -2.198, 1.087, -1.186, -0.183, -1.129, 0.473, 0.320, 0.379, 0.259, 0.393, 0.076, 0.507, 0.134, 0.648, 0.557, 0.260, 0.395, 0.822, 0.345, 0.704, 0.199, -0.237, -0.850, 0.118, 0.468, 0.241, -0.027, 0.130, -0.302, 1.302, -0.835, -0.511, 0.913, 0.479, 0.110, 0.291, 0.388, 0.489, 0.498, 0.686, 0.720, -1.211, 0.535, 0.457, 0.569, -0.164, 0.064, 0.316, 0.450, 0.786, -1.147, -0.452, 1.188, -0.667, -0.678, -1.127, -0.052, -0.245, 0.341, 0.385, 0.441, 0.335, 0.513, 0.390, -0.792, -0.643, -0.840, 1.396, -0.781, -0.703, -0.437, 0.420, 0.321, 0.300, 0.366, 0.337, 0.422, 0.423, 0.192, -0.831, -0.028, -0.927, 1.274, -0.746, -0.606, -0.432, 0.355, 0.365, -0.096, 0.413, 0.408, 0.405, 0.396, 0.188, -0.380, -0.666, -0.655, 1.043, -0.649, -0.715, -0.591, 0.375, 0.091, 0.306, 0.363, 0.352, 0.367, 0.308, 0.343, -0.762, -0.611, -0.754, 1.183, -0.733, -0.612, -0.545, 0.378, 0.322, 0.306, 0.326, 0.331, 0.377, 0.457, 0.306, -0.624, -0.497, -0.644, 1.091, -0.661, -0.634, -0.643, 0.348, 0.313, 0.190, 0.330, 0.332, 0.380, 0.406, 0.308, -0.452, -0.706, -0.660, 1.137, -0.615, -0.730, -0.344, 0.429, 0.179, 0.313, 0.350, 0.372, 0.364, 0.000, 0.358]}